78
Properties=species:S:1:pos:R:3:forces:R:3 method="wB97M-V/def2-TZVPD" homo_ev=-8.45 orbital_gap_ev=8.712 largest_force_ev_per_a=2.8
In 11.399572 9.386001 9.321198 0.3 -0.7 -0.5
Si 10.547754 6.880600 6.914287 0.4 0.1 0.2
O 17.463648 9.413896 12.160930 0.4 0.0 -0.4
O 17.324418 9.781316 9.918230 -0.4 -0.2 1.2
O 15.380337 10.075326 8.270118 -1.1 0.3 0.5
O 13.145076 10.500244 8.471535 1.5 -0.5 0.6
N 13.084439 9.408126 11.007027 1.2 0.5 -0.2
N 8.520903 10.144248 8.423266 2.5 0.7 0.3
N 14.714926 9.216386 12.469111 0.7 0.0 -0.8
N 9.956606 8.155994 10.653672 -2.7 0.4 -0.5
N 8.550666 8.476050 10.382409 2.6 0.3 0.7
N 9.901172 10.468990 8.069863 -2.5 -0.2 -0.2
N 9.018613 10.923456 10.799553 2.2 -0.1 -0.3
N 10.460679 10.994250 10.651188 -2.0 0.4 0.3
C 8.993527 6.390217 7.819209 -0.1 -0.1 -0.1
C 6.248982 10.294888 7.482020 0.4 0.1 -0.2
C 14.308412 9.639360 10.353376 -0.4 -0.5 0.2
C 10.103286 7.995040 5.480909 -0.2 -0.4 -0.2
C 7.733023 10.546627 7.431159 0.2 0.6 -0.9
C 11.224959 6.247445 11.618241 -0.2 0.3 -0.2
C 9.948266 6.956230 11.216040 -0.9 -0.6 0.4
C 7.195075 11.974947 12.047905 0.1 0.0 0.2
C 14.301940 10.101896 8.899860 -0.3 0.0 -0.1
C 12.418887 9.070780 13.396855 -0.3 -0.1 0.0
C 15.345315 9.453589 11.242795 -1.1 0.3 -0.1
C 11.181697 5.289190 6.168982 0.1 0.0 -0.2
C 11.123439 11.553246 6.192541 -0.8 -0.2 0.2
C 9.775776 12.540661 12.152152 -0.3 -1.1 -1.1
C 6.303284 7.521350 10.676588 0.1 -0.5 0.1
C 7.795554 7.484929 10.829124 0.3 -1.1 0.4
C 12.313522 12.493907 11.454287 -0.5 -0.7 0.3
C 8.614702 6.475315 11.382730 0.2 1.2 -0.6
C 10.874008 11.995802 11.420052 -0.6 0.2 0.5
C 8.643500 11.831315 11.703694 0.7 0.5 0.2
C 16.831714 9.541709 11.138009 -0.3 0.3 -0.6
C 8.518494 11.149746 6.424103 -0.2 -0.6 1.1
C 9.860113 11.069364 6.878745 -0.5 -0.2 0.1
C 11.866029 7.592509 8.034952 -0.3 0.8 0.6
C 13.383423 9.204973 12.280975 0.1 0.0 -0.3
B 8.135694 9.941338 9.949454 0.7 -0.6 -0.3
H 6.624601 12.282144 11.163876 0.0 -0.1 0.2
H 5.989352 7.838729 9.677385 0.2 0.0 0.2
H 10.453308 4.847790 5.481534 0.0 0.0 0.0
H 11.312055 5.260316 11.147692 -0.1 0.3 0.0
H 9.206686 5.807348 8.715871 0.0 0.0 0.0
H 5.818816 10.716103 6.583129 -0.3 0.1 -0.1
H 11.994048 11.292301 6.789384 0.1 0.1 -0.1
H 12.207045 6.828563 8.738524 0.0 -0.1 0.0
H 5.791064 10.754706 8.364928 0.1 -0.1 -0.2
H 12.457953 9.957286 14.044319 0.0 -0.2 -0.2
H 16.584706 9.904566 9.214943 0.2 -0.2 0.3
H 5.921572 6.506733 10.835368 0.0 0.3 0.0
H 12.734093 7.928643 7.460385 0.0 -0.1 -0.1
H 12.786181 12.219698 12.413865 -0.1 0.0 -0.4
H 6.043499 9.215315 7.479647 0.1 0.3 0.1
H 11.425090 8.995644 12.949610 0.0 0.0 0.2
H 15.214257 9.053244 13.335699 0.0 0.1 -0.2
H 12.081008 6.859767 11.329248 0.0 -0.2 0.0
H 11.264221 6.088887 12.698950 -0.1 0.1 -0.1
H 12.320604 13.577738 11.399021 0.0 0.1 -0.1
H 11.197349 11.114669 5.194421 0.0 -0.1 0.1
H 11.070547 12.636700 6.056538 0.0 -0.1 0.1
H 12.630329 8.185385 14.006647 -0.1 0.1 -0.1
H 7.090590 12.726825 12.826375 -0.1 0.0 0.0
H 8.295533 5.541152 11.821394 0.1 0.1 -0.1
H 8.152286 11.575529 5.508007 0.0 0.0 -0.1
H 5.851285 8.189765 11.409210 0.0 0.0 0.0
H 8.380022 5.783895 7.145863 0.0 0.0 0.1
H 6.791139 11.021777 12.422675 0.1 0.3 -0.2
H 6.915031 10.091066 10.102805 1.1 0.0 0.0
H 12.896830 12.085828 10.626500 -0.1 0.1 0.1
H 8.406224 7.250729 8.107337 -0.2 0.3 0.1
H 9.703757 7.341479 4.697666 -0.1 0.1 0.0
H 9.344988 8.733661 5.715624 -0.1 0.2 0.1
H 9.795689 13.337149 12.866485 0.0 0.2 0.1
H 10.962837 8.489953 5.046281 0.3 0.2 0.0
H 12.104583 5.479264 5.613592 0.0 -0.1 0.0
H 11.386038 4.560244 6.950937 0.1 -0.1 0.1



66
Properties=species:S:1:pos:R:3:forces:R:3 method="wB97M-V/def2-TZVPD" charge=+2 homo_ev="-12.87 / -12.87" orbital_gap_ev="4.722 / 4.721" largest_force_ev_per_a=7.3
Hf 0.897900 1.442009 -0.019157 -0.4 3.5 6.5
P 1.968515 -2.917525 -1.111776 0.2 -2.4 -0.5
P -1.524591 -2.369682 -1.416206 0.0 -2.7 -0.5
C -2.930387 -2.239488 -2.525224 -0.6 -0.2 -0.4
C -0.918347 4.677186 0.406767 0.0 0.3 -0.6
C 1.852081 3.046595 -1.017003 -0.5 -0.2 -0.9
C -1.601379 -0.255192 0.671774 0.1 1.1 -0.7
C 0.872211 -0.566199 -1.224805 -0.5 0.3 -1.1
C -0.898418 4.164823 4.101125 0.4 -1.3 -0.6
C -1.751239 0.047848 -0.690023 2.6 1.9 1.4
C 1.984188 -0.485478 1.120840 1.2 0.2 -1.7
C -0.446046 2.857011 4.193564 -0.3 0.7 1.0
C -0.630066 -1.246931 1.271117 0.7 -0.8 0.2
C 0.697561 -4.248879 -1.446540 -0.4 0.1 -0.1
C -1.267090 6.023522 0.339705 0.0 -0.4 0.5
C 3.292220 -3.938885 -0.440404 0.6 -0.5 0.0
C -1.498968 6.768435 1.525089 0.2 -1.1 0.5
C 2.145402 -0.426847 -0.288162 -0.7 -2.4 1.8
C -0.450681 0.461739 -1.508509 0.5 -0.5 -2.4
C -0.607918 -3.807338 -2.178110 0.2 -0.1 0.0
C -0.173455 2.640381 1.739567 0.7 -0.2 -0.6
C -0.718210 3.986106 1.621114 -0.1 0.5 0.8
C -0.028754 2.156957 3.043581 0.0 -0.1 -0.5
C -1.013016 4.757367 2.820313 0.3 -0.7 -0.4
C -2.249991 -3.433946 -0.095456 -0.4 0.2 0.1
C -1.386499 6.107763 2.746051 -0.3 1.1 -1.0
C 0.805389 -1.006844 1.895609 -1.0 0.3 0.8
C 2.442215 -2.775013 -2.875429 0.4 0.1 0.1
H -1.199884 -1.769491 2.064036 0.4 0.5 -0.1
H -1.161573 4.757825 4.969527 0.0 -0.2 0.0
H -0.760021 4.133032 -0.536001 -0.1 0.2 0.3
H 1.240822 -0.741228 -2.258512 -0.2 0.3 0.9
H 2.540015 2.615344 -1.757886 0.1 0.2 0.0
H 1.593388 -2.455613 -3.493403 0.3 0.0 0.1
H -1.332395 -4.637335 -2.096832 0.4 0.2 -0.5
H -1.763853 7.818728 1.481138 0.0 -0.1 0.0
H -2.945525 -2.846225 0.518425 0.1 -0.3 0.0
H 4.167860 -3.304278 -0.221045 -0.2 -0.4 0.0
H -3.487595 -3.193361 -2.485530 0.1 0.5 -0.2
H -2.318631 0.174108 1.389245 -0.1 -0.7 -0.6
H 3.130187 -0.536394 -0.787515 -0.6 1.0 0.5
H 1.234678 -4.954278 -2.110256 -0.3 0.1 0.5
H 1.056448 -2.019642 2.319510 0.3 0.6 -0.7
H -0.435494 -3.580325 -3.246506 0.1 -0.3 0.4
H 2.754550 -3.781388 -3.191910 0.0 0.4 -0.1
H 0.282714 -1.453254 -0.900009 0.3 1.3 -0.5
H -1.588490 6.646228 3.673406 0.1 -0.2 -0.2
H -1.475133 -3.898828 0.537651 -0.4 0.3 -0.3
H 2.407730 3.535632 -0.211000 0.1 0.2 0.1
H 3.282862 -2.079630 -2.978455 -0.1 -0.1 -0.3
H 3.576543 -4.708471 -1.184289 0.0 0.3 0.5
H 0.719694 -0.424423 2.825815 0.0 -0.2 -0.4
H -2.625078 0.604147 -1.063755 0.3 -0.3 0.4
H -0.419155 -2.068979 0.548153 -0.4 0.7 0.2
H -1.365984 6.523656 -0.620721 0.0 -0.2 0.1
H -0.478917 0.381616 -2.663645 -0.5 0.2 2.0
H 0.464271 1.200633 3.216388 -0.3 0.3 0.1
H -2.593742 -2.054682 -3.560413 -0.3 0.0 0.4
H 2.954127 -4.438001 0.488127 0.2 0.3 -0.4
H 1.192596 3.781799 -1.514557 0.5 -0.2 0.2
H -2.795899 -4.232978 -0.622990 0.0 0.3 0.4
H -0.098809 1.660490 -1.446042 -2.7 -1.6 -2.4
H -3.577312 -1.419172 -2.177015 0.1 -0.3 -0.3
H 2.886353 -0.290575 1.725059 -0.4 -0.3 -0.4
H -0.402738 2.387276 5.196319 0.2 0.2 -0.8
H 0.478761 -4.751452 -0.483925 0.0 0.2 -0.5



76
Properties=species:S:1:pos:R:3:forces:R:3 method="wB97M-V/def2-TZVPD" homo_ev="-7.44 / -7.45" orbital_gap_ev="6.206 / 6.212" largest_force_ev_per_a=0.6
Te -0.763270 -0.554855 -0.378292 -0.3 -0.2 0.1
Rh 0.236741 -1.305829 1.993320 0.4 0.5 -0.1
Si -2.049668 2.654404 -1.909530 0.0 0.0 0.1
Si 1.779649 1.841365 -2.290191 0.0 0.1 0.0
Si -0.416580 1.009422 -2.321745 0.3 -0.1 0.0
Si -0.869641 -0.346522 -4.186945 0.0 0.0 0.0
O -3.170049 1.075722 5.946648 0.0 0.1 0.0
O 0.459099 0.000250 3.489278 -0.1 -0.3 0.2
O -0.638881 1.003546 5.148321 -0.1 0.1 0.0
O -5.081364 0.133155 5.341194 0.0 -0.1 0.0
N -1.675772 -1.227876 2.640747 -0.2 0.2 0.3
N -2.862854 -1.758789 2.361734 0.1 0.0 -0.1
N 2.257603 -1.288432 1.725334 -0.1 -0.1 -0.1
C -3.743176 1.844903 -1.770466 0.1 0.1 0.0
C 0.728060 -2.743837 3.274397 0.2 0.0 0.0
C -0.771027 0.674815 -5.769621 0.0 -0.1 0.1
C -1.840668 -0.426725 3.684698 0.0 -0.2 -0.1
C 2.947694 -2.160247 2.491614 0.1 0.1 -0.2
C -2.068546 3.909912 -3.316758 0.0 -0.1 0.1
C 1.740892 -4.730024 4.968221 0.0 0.0 0.0
C -0.122435 -3.473881 4.091658 -0.1 0.0 -0.1
C 3.007824 0.412653 -2.410747 -0.1 0.1 0.0
C -3.190055 -0.441354 4.085181 0.1 0.1 0.1
C 0.380761 -4.462917 4.928557 0.0 0.0 0.0
C 0.382875 -1.750363 -4.270342 -0.1 0.1 0.0
C 2.071116 2.793624 -0.682867 0.0 -0.1 -0.2
C 2.098141 3.012691 -3.732391 -0.1 -0.1 0.0
C 4.998308 -1.314757 1.590991 0.0 0.0 0.0
C 4.269674 -0.424997 0.814466 0.1 0.0 0.0
C 2.895851 -0.446050 0.911857 0.0 -0.1 0.2
C -0.604655 0.258970 4.180997 0.0 -0.1 -0.2
C 4.337518 -2.187041 2.432534 -0.1 0.0 0.0
C 2.606590 -3.997428 4.173404 -0.1 0.0 0.0
C -3.896334 0.278481 5.182672 -0.1 0.1 0.0
C -3.804362 -1.308269 3.207594 0.0 0.1 -0.1
C 2.106099 -3.004519 3.335589 -0.1 -0.1 0.1
C -2.594038 -1.086870 -4.032319 0.1 0.1 0.0
C -1.658422 3.526665 -0.287972 0.0 -0.1 -0.1
H 1.959588 2.505543 -4.688860 0.0 0.0 0.0
H 4.891569 -2.880390 3.046686 0.0 0.0 0.0
H 1.389007 -1.385443 -4.478153 0.0 0.0 0.0
H 0.409594 -2.299945 -3.327977 0.0 0.0 0.0
H -2.305477 3.433960 -4.269989 0.0 0.0 0.0
H -0.984294 0.047759 -6.638523 0.0 0.0 0.0
H 1.789999 2.216436 0.195661 0.0 0.0 0.1
H -4.835982 -1.604083 3.134261 0.0 0.0 0.0
H -2.212875 1.124851 5.678748 0.0 -0.1 0.0
H 3.667933 -4.205040 4.213684 0.0 0.0 0.0
H -2.822229 4.678417 -3.131330 0.0 0.0 0.0
H -3.727736 1.054668 -1.018712 0.0 0.0 0.0
H 2.256776 0.201160 0.336930 0.0 0.1 0.0
H -1.103466 4.408316 -3.423531 0.0 0.0 0.0
H -0.296557 -5.025211 5.558665 0.0 0.0 0.0
H -4.488105 2.588016 -1.476821 0.0 0.0 0.0
H 0.221227 1.107907 -5.907161 0.0 0.0 0.0
H -1.545108 2.804010 0.522136 0.0 0.0 0.0
H 1.420121 3.867525 -3.708420 0.0 0.0 0.0
H 2.821337 -0.351839 -1.656717 0.0 0.0 -0.1
H 3.123731 3.075085 -0.590780 0.0 0.0 0.0
H -1.493492 1.492626 -5.763924 0.0 0.0 0.0
H -2.469464 4.209569 -0.024341 0.0 0.0 0.0
H 2.948957 -0.075136 -3.384398 0.0 0.0 0.0
H -2.704871 -1.610382 -3.081541 0.0 0.0 0.0
H -1.189529 -3.285665 4.092182 0.0 0.0 0.0
H 4.028838 0.784706 -2.287751 0.0 0.0 0.0
H -2.765550 -1.800607 -4.841600 0.0 0.0 0.0
H 3.120210 3.397077 -3.703261 0.0 0.0 0.0
H 2.125753 -5.500622 5.622137 0.0 0.0 0.0
H -2.957655 -2.363151 1.559877 0.0 0.1 0.0
H -4.060314 1.405627 -2.716864 0.0 0.0 0.0
H 4.745555 0.272462 0.140977 0.0 0.0 0.0
H 0.107444 -2.446664 -5.066130 0.0 0.0 0.0
H -3.368730 -0.321781 -4.088495 0.0 0.0 0.0
H 1.481032 3.709880 -0.656853 0.0 0.0 -0.1
H 6.078981 -1.327811 1.541048 0.0 0.0 0.0
H -0.738919 4.109172 -0.351679 0.0 0.0 0.0